{
  "formula": "C28H29CuN6OSSb2",
  "method": "the ωB97M-V functional and the def2-TZVPD basis",
  "orbital_gap_ha": [0.2881, 0.1722],
  "max_force_ev_per_a": 1.59,
  "energy_ev": -109033.77679,
  "homo_energy_ev": [-10.2, -10.1],
  "charge": 1,
  "spin_multiplicity": 2,
  "species": ["Cu", "C", "C", "C", "Sb", "C", "C", "C", "C", "C", "C", "C", "C", "C", "C", "C", "C", "Sb", "C", "C", "C", "C", "C", "C", "C", "C", "C", "C", "C", "C", "H", "H", "H", "H", "H", "H", "H", "H", "H", "H", "H", "H", "H", "H", "H", "H", "H", "H", "H", "H", "H", "H", "H", "H", "H", "H", "N", "N", "N", "C", "N", "N", "H", "H", "H", "O", "S", "N"],
  "xyz": [[1.7300, -1.6597, -0.9737], [-2.7388, 0.1895, -0.1580], [-2.8835, 1.1355, 1.0286], [-1.7552, 1.1009, 2.0597], [0.2940, 1.3885, 1.3779], [1.1091, 1.7929, 3.3585], [2.2915, 1.1835, 3.7573], [2.8497, 1.4849, 4.9934], [2.2251, 2.3956, 5.8317], [1.0424, 3.0057, 5.4363], [0.4863, 2.7074, 4.2002], [0.1542, 3.4672, 0.8279], [1.1574, 4.3321, 1.2601], [1.1196, 5.6798, 0.9345], [0.0723, 6.1845, 0.1784], [-0.9240, 5.3314, -0.2704], [-0.8741, 3.9791, 0.0406], [-0.9785, 0.5539, -1.4185], [-1.1006, -3.6086, -0.4883], [-0.1670, -4.2941, 0.2702], [-0.5974, -5.0336, 1.3602], [-1.9485, -5.0820, 1.6779], [-2.8774, -4.4031, 0.9014], [-2.4533, -3.6624, -0.1915], [-1.7805, 0.1389, -3.4041], [-2.7968, -0.7695, -3.6919], [-3.1096, -1.0723, -5.0087], [-2.4276, -0.4514, -6.0459], [-1.4350, 0.4764, -5.7691], [-1.1075, 0.7631, -4.4504], [-3.6017, 0.2749, -0.8217], [-2.6473, -0.8415, 0.1824], [-3.8010, 0.8592, 1.5600], [-3.0380, 2.1556, 0.6769], [-1.7385, 0.1298, 2.5611], [-1.9361, 1.8609, 2.8201], [2.7874, 0.4741, 3.1035], [3.7738, 1.0126, 5.3021], [2.6611, 2.6359, 6.7925], [0.5539, 3.7190, 6.0880], [-0.4257, 3.2055, 3.8915], [1.9710, 3.9463, 1.8638], [1.9099, 6.3372, 1.2738], [0.0358, 7.2384, -0.0638], [-1.7459, 5.7159, -0.8611], [-1.6500, 3.3326, -0.3453], [0.8771, -4.2626, -0.0177], [0.1179, -5.5828, 1.9580], [-2.2813, -5.6621, 2.5281], [-3.9296, -4.4651, 1.1439], [-3.1727, -3.1369, -0.8091], [-3.3547, -1.2380, -2.8897], [-3.8823, -1.7995, -5.2240], [-2.6727, -0.6928, -7.0718], [-0.9130, 0.9711, -6.5777], [-0.3296, 1.4885, -4.2354], [5.9981, -3.2264, -3.0007], [5.0693, -3.0411, -2.0322], [5.0341, -3.7829, -0.9482], [4.0596, -3.2135, -0.2651], [3.5548, -2.1623, -0.9307], [4.2125, -2.0741, -2.0777], [6.3140, -4.1831, -3.0413], [5.7128, -2.8156, -3.8767], [3.7428, -3.5357, 0.7113], [0.8343, -3.0849, -2.1956], [-0.5467, -2.5648, -1.8549], [-0.1297, -1.2458, -0.9408]],
  "atomic_forces_ev_per_a": [[-1.002, 0.630, -0.122], [0.193, 0.028, -0.181], [0.136, -0.004, 0.067], [0.033, -0.015, -0.166], [0.471, 0.419, 1.021], [-0.362, -0.088, -0.655], [-0.009, -0.006, 0.028], [0.046, -0.019, 0.047], [0.013, -0.003, 0.008], [-0.078, 0.027, -0.026], [0.066, 0.013, 0.143], [0.032, -0.234, 0.032], [-0.010, -0.080, 0.000], [0.066, 0.012, 0.015], [-0.011, 0.018, -0.021], [-0.024, 0.012, -0.024], [0.038, 0.046, 0.024], [-0.824, 1.023, -0.898], [-0.035, 0.110, -0.278], [0.032, 0.025, -0.047], [0.053, -0.004, -0.009], [-0.029, 0.007, -0.005], [0.033, -0.045, 0.059], [-0.055, 0.051, -0.139], [0.221, -0.247, 0.643], [0.000, 0.086, -0.035], [-0.105, -0.037, 0.086], [0.047, 0.003, -0.040], [-0.029, -0.001, -0.027], [0.019, 0.045, 0.046], [0.010, -0.087, 0.000], [-0.051, -0.086, -0.015], [-0.058, 0.045, -0.084], [-0.011, 0.025, 0.008], [0.025, 0.005, 0.020], [0.047, -0.030, 0.027], [0.013, 0.003, 0.004], [-0.001, -0.003, -0.007], [0.002, -0.012, 0.000], [0.016, 0.000, 0.006], [0.014, 0.022, 0.012], [0.014, 0.083, 0.031], [-0.011, 0.002, 0.015], [-0.004, -0.001, -0.002], [0.022, 0.005, -0.019], [-0.067, 0.012, 0.031], [0.009, -0.062, 0.046], [0.002, 0.003, -0.004], [0.006, -0.006, -0.003], [-0.004, 0.040, -0.024], [-0.006, -0.009, -0.018], [0.005, -0.086, 0.014], [-0.023, 0.045, -0.018], [-0.004, 0.014, -0.001], [0.002, 0.005, 0.004], [0.032, -0.028, -0.044], [0.561, 0.242, -0.095], [-0.443, 0.116, 0.150], [0.203, -0.108, 0.026], [0.106, 0.243, -0.052], [0.385, -0.556, 0.193], [0.226, -0.102, -0.156], [-0.145, -0.118, 0.038], [-0.151, -0.048, -0.035], [-0.047, -0.025, -0.022], [0.677, 0.071, -0.004], [-0.875, -0.431, 0.701], [0.598, -0.949, -0.270]],
  "lowdin_spin": [0.42, 0.04, 0.00, 0.00, 0.00, 0.00, 0.00, 0.00, 0.00, 0.00, 0.00, 0.00, 0.00, 0.00, 0.00, 0.00, 0.00, 0.02, 0.02, 0.00, 0.00, 0.00, 0.00, 0.00, 0.00, 0.00, 0.00, 0.00, 0.00, 0.00, 0.00, 0.00, 0.00, 0.00, 0.00, 0.00, 0.00, 0.00, 0.00, 0.00, 0.00, 0.00, 0.00, 0.00, 0.00, 0.00, 0.00, 0.00, 0.00, 0.00, 0.00, 0.00, 0.00, 0.00, 0.00, 0.00, 0.00, 0.00, 0.00, 0.00, 0.01, 0.00, 0.00, 0.00, 0.00, 0.14, 0.03, 0.28]
}



{
  "formula": "C28H29F4N4S5Sr",
  "method": "the ωB97M-V functional and the def2-TZVPD basis",
  "orbital_gap_ha": 0.2504,
  "max_force_ev_per_a": 3.30,
  "energy_ev": -101350.87286,
  "homo_energy_ev": -4.6,
  "charge": -1,
  "species": ["Sr", "C", "C", "N", "C", "C", "C", "C", "N", "C", "C", "F", "C", "F", "C", "C", "F", "C", "F", "H", "H", "H", "H", "H", "H", "H", "H", "H", "H", "H", "H", "H", "H", "H", "C", "N", "C", "C", "C", "C", "C", "N", "C", "C", "C", "C", "C", "C", "H", "H", "H", "H", "H", "H", "H", "H", "H", "H", "H", "C", "S", "C", "C", "S", "S", "C", "S", "S", "H", "H", "H"],
  "xyz": [[0.3622, 0.4926, -0.8378], [3.2959, -3.2186, 0.3640], [2.4612, -1.9378, 0.1466], [2.0952, -1.6867, -1.2681], [3.3915, -1.4695, -1.9887], [3.2884, -0.5751, -3.1980], [1.2639, -2.7364, -1.8494], [0.0394, -3.0313, -0.9689], [-0.7652, -1.8883, -0.6944], [-2.0980, -2.0463, -0.6199], [-2.9511, -1.2320, -1.3508], [-2.2814, -0.1575, -2.0186], [-4.3246, -1.3234, -1.4546], [-5.0962, -0.4328, -2.0760], [-4.9288, -2.4727, -0.8911], [-4.1612, -3.2169, -0.0065], [-4.6405, -4.2967, 0.6816], [-2.8003, -2.9844, 0.2180], [-2.1706, -3.7375, 1.1431], [3.6384, -3.2897, 1.4237], [4.1106, -3.2610, -0.3329], [2.7512, -4.1533, 0.1916], [3.1220, -1.0632, 0.4917], [1.5705, -1.8746, 0.7443], [3.8249, -2.4898, -2.2212], [4.0681, -1.0297, -1.2438], [2.3948, -0.8136, -3.7950], [4.1908, -0.6194, -3.8198], [3.2094, 0.4788, -2.8650], [1.8624, -3.6789, -2.0422], [0.8893, -2.3988, -2.8482], [0.3338, -3.5086, 0.0010], [-0.4834, -3.8529, -1.5311], [-5.9894, -2.6685, -0.9600], [-1.3216, 0.8122, 2.2815], [0.0689, 0.9418, 1.6997], [0.8587, 1.8561, 2.1901], [1.9695, 2.4587, 1.4385], [2.8749, 3.4945, 1.8865], [3.7761, 3.6731, 0.8250], [3.4384, 2.7172, -0.1782], [2.3301, 2.0281, 0.1904], [-1.2106, -0.0282, 3.5262], [-1.3040, -1.3974, 3.5360], [-1.0172, -2.1870, 4.6505], [-0.6530, -1.5528, 5.8263], [-0.6274, -0.1549, 5.9082], [-0.9035, 0.5861, 4.7554], [-1.8952, 0.2324, 1.5581], [-1.8504, 1.7762, 2.4806], [0.7375, 2.3596, 3.1522], [2.7270, 4.0855, 2.7975], [4.5706, 4.4467, 0.7722], [3.7960, 2.6286, -1.1871], [-1.5589, -1.8674, 2.6120], [-1.0516, -3.2840, 4.5921], [-0.3428, -2.0705, 6.7305], [-0.3587, 0.3247, 6.8375], [-0.8362, 1.6662, 4.7993], [-3.1160, 2.3984, -4.3853], [-1.4517, 3.0753, -4.7468], [-1.1167, 4.1477, -3.4666], [-1.1661, 3.9390, -2.0991], [-1.6416, 2.6047, -1.1311], [-0.9617, 5.3330, -1.0628], [-0.6724, 6.5205, -2.3330], [-0.6869, 8.0906, -2.0057], [-0.5065, 5.7486, -3.9233], [-3.4243, 1.5181, -5.0302], [-3.8060, 3.2027, -4.6603], [-3.1400, 2.0504, -3.3601]],
  "atomic_forces_ev_per_a": [[-0.017, -0.145, 0.219], [-0.900, -0.329, 1.063], [1.410, 0.761, 0.173], [1.322, 0.815, 0.135], [-0.114, -1.282, 0.413], [-0.277, 0.645, -0.047], [-0.077, -0.249, -0.344], [-0.013, -1.758, 0.642], [0.371, 1.335, -0.748], [-0.022, -1.542, 1.456], [0.330, 2.928, -1.496], [-1.279, -1.638, 0.724], [0.102, -1.806, 0.817], [0.277, 0.120, -0.380], [0.046, 0.664, 0.722], [1.217, -0.604, 0.283], [-0.520, 0.660, -0.486], [-0.524, 0.512, -1.420], [0.244, 0.086, -0.365], [0.013, 0.252, -0.846], [0.715, 0.159, 0.030], [-0.318, 0.244, -0.015], [-1.074, -1.029, -0.555], [-0.427, -0.322, 0.442], [-0.342, 0.992, -0.188], [-0.071, 0.011, -0.395], [0.394, 0.037, -0.006], [-0.273, -0.154, 0.040], [-0.114, -0.418, -0.167], [-0.535, 0.679, 0.315], [0.303, -0.122, 0.678], [0.311, -0.070, -0.683], [-0.028, 0.582, 0.397], [0.002, 0.142, -0.110], [0.954, -0.642, 0.371], [-0.572, 1.413, 0.196], [0.525, 0.609, -1.476], [0.582, -0.183, 0.948], [-1.075, -0.807, -0.718], [0.429, 0.190, -0.026], [-1.245, 0.757, 1.258], [0.236, -0.454, -0.376], [0.065, 0.948, 1.593], [0.064, -0.761, -0.329], [0.080, 0.043, 0.097], [0.203, 0.497, 0.669], [-0.185, -0.320, -1.205], [0.147, -0.034, 0.256], [-0.139, 0.216, -0.183], [0.698, -0.567, -0.281], [-0.555, -0.162, 0.117], [0.359, -0.316, -0.420], [-0.652, -0.773, -0.011], [0.394, -0.049, -0.127], [-0.149, -0.455, -0.506], [-0.028, 0.595, -0.053], [-0.230, -0.364, -0.250], [-0.006, 0.111, 0.017], [-0.083, 0.070, 0.020], [-0.474, -0.185, -0.969], [0.082, -1.669, -1.113], [0.463, 0.696, 2.509], [-0.333, 0.278, -0.798], [-0.220, -0.515, -0.167], [0.404, 0.507, -1.257], [-0.324, -1.818, -0.089], [0.366, 1.403, -0.063], [-0.555, 0.540, 0.722], [1.041, 0.971, 0.453], [-0.159, -0.218, 0.657], [-0.235, 0.298, 0.236]],
  "mulliken_charge": [1.49, -1.42, -0.49, 0.98, -0.75, -1.16, -0.93, -1.14, 0.76, -0.95, 0.64, -0.15, 0.18, -0.29, -0.70, 0.31, -0.30, 0.37, -0.43, 0.42, 0.30, 0.31, 0.36, 0.41, 0.23, 0.49, 0.27, 0.40, 0.14, 0.30, 0.28, 0.27, 0.39, 0.42, -0.73, 0.40, -0.20, -0.17, -0.84, -0.61, -0.76, 0.27, 0.10, 0.28, -0.83, -0.32, -0.77, -0.28, -0.01, 0.44, 0.08, 0.37, 0.35, 0.39, 0.34, 0.41, 0.34, 0.39, 0.35, -0.56, -0.17, 0.01, 0.00, -0.48, -0.04, 0.10, -0.32, -0.13, 0.27, 0.34, 0.02]
}



{
  "formula": "C28H29FHoNO",
  "method": "the ωB97M-V functional and the def2-TZVPD basis",
  "orbital_gap_ha": [0.2555, 0.2601],
  "max_force_ev_per_a": 3.51,
  "energy_ev": -61557.59471,
  "homo_energy_ev": [-7.6, -7.6],
  "spin_multiplicity": 5,
  "species": ["C", "C", "C", "H", "C", "C", "H", "C", "C", "C", "H", "C", "C", "H", "H", "H", "H", "H", "H", "Ho", "C", "C", "C", "H", "H", "H", "H", "H", "H", "C", "C", "H", "H", "O", "N", "C", "H", "C", "C", "H", "C", "H", "C", "H", "C", "H", "C", "H", "H", "H", "F", "C", "C", "C", "C", "C", "C", "H", "H", "H", "H"],
  "xyz": [[0.2862, -2.8022, 3.3781], [-0.8652, -2.0492, 2.9622], [-0.9037, -2.0053, 1.5298], [-1.6930, -1.7823, 3.6141], [0.2491, -2.6501, 1.0504], [1.0088, -3.1286, 2.1767], [0.4469, -2.9152, 0.0006], [1.2690, 1.8014, 3.0773], [-0.0754, 1.3413, 3.3730], [-0.8406, 1.4327, 2.1584], [-0.4818, 1.2828, 4.3784], [-0.0105, 1.9000, 1.1015], [1.3114, 2.0488, 1.6629], [-1.7711, -1.6898, 0.9205], [1.8473, -3.8192, 2.1262], [0.5316, -3.1332, 4.4078], [2.1572, 2.4922, 1.1455], [-1.9203, 1.3031, 2.1050], [2.0183, 2.0835, 3.8212], [1.4753, -0.6959, 2.7788], [-0.5312, 2.6177, -0.1653], [-0.0225, 4.0680, -0.0625], [-2.0522, 2.7015, -0.2097], [-0.4270, 4.5543, 0.8318], [-0.3285, 4.6558, -0.9318], [1.0630, 4.1200, 0.0093], [-2.4298, 3.1620, 0.7069], [-2.5126, 1.7153, -0.3080], [-2.3565, 3.3211, -1.0644], [-0.0371, 2.1008, -1.6032], [-0.5662, 0.8303, -2.3401], [1.0151, 1.8215, -1.4330], [0.0207, 2.9575, -2.2828], [-0.3414, -0.2787, -1.8612], [-1.3133, 0.8384, -3.5156], [-1.4960, -0.5393, -4.0269], [-1.0114, 1.4711, -4.2563], [-2.4524, -1.2341, -3.0931], [-2.2626, -2.5616, -2.6864], [-1.3033, -3.0330, -2.8930], [-3.2405, -3.2174, -1.9299], [-3.0795, -4.2519, -1.5906], [-4.4208, -2.5358, -1.5685], [-5.2184, -3.0595, -1.0191], [-4.5771, -1.1764, -1.9044], [-5.4468, -0.6030, -1.5585], [-3.5959, -0.5446, -2.6768], [-3.6561, 0.5229, -2.8960], [-0.5519, -1.1019, -4.0644], [-1.9434, -0.5136, -5.0402], [7.0886, -0.2877, 0.2957], [5.7360, -0.4258, 0.5081], [5.3094, -0.8214, 1.7727], [3.9194, -0.9242, 2.0041], [3.0085, -0.5837, 0.9833], [3.4576, -0.2698, -0.2934], [4.8477, -0.1574, -0.5364], [6.0111, -1.0492, 2.5734], [3.6446, -1.3257, 3.0124], [2.7807, -0.1068, -1.1385], [5.2328, 0.1296, -1.5162]],
  "atomic_forces_ev_per_a": [[-0.190, -0.144, -0.417], [0.067, -0.741, -0.090], [-0.007, -0.110, 0.779], [0.319, 0.247, -0.114], [0.542, -0.522, 0.492], [-0.774, -0.500, 0.117], [0.088, 0.548, 0.670], [-0.863, 0.094, -0.826], [0.318, 0.663, -0.470], [0.879, 0.223, 0.333], [-0.057, -0.179, -0.195], [0.198, -0.141, 0.965], [-0.633, 0.307, 0.653], [0.889, 0.160, 0.438], [-0.046, 0.328, -0.049], [-0.240, 0.264, -0.812], [-0.060, -0.300, 0.075], [0.345, -0.207, -0.030], [-0.095, -0.151, -0.325], [-1.696, 0.900, -2.940], [-0.034, -0.411, -0.901], [0.109, 0.156, -0.005], [-0.176, -0.169, 0.149], [0.033, -0.170, -0.065], [-0.067, -0.033, 0.015], [0.049, -0.043, -0.062], [-0.056, 0.015, -0.096], [0.001, 0.004, -0.050], [0.014, -0.162, 0.171], [1.004, -0.461, -0.013], [0.114, -0.818, 1.492], [-0.138, 0.055, -0.122], [-0.409, -0.056, 0.021], [0.259, 1.121, 0.386], [1.047, 0.187, -0.919], [-0.370, 0.089, 0.168], [-0.239, 0.202, 0.588], [-0.806, -0.666, -0.029], [-0.276, 0.334, 0.244], [-0.255, -0.077, -0.104], [-0.288, 0.298, 0.074], [-0.107, 0.562, -0.248], [0.100, 0.147, -0.091], [0.534, 0.306, -0.200], [0.319, -0.441, -0.044], [0.343, -0.369, -0.201], [-0.012, -0.198, 0.368], [-0.204, -0.346, -0.063], [-0.178, 0.262, -0.037], [0.278, 0.261, 0.487], [-0.900, -0.114, 0.057], [0.116, 0.064, 0.333], [-0.267, -0.132, 0.171], [1.417, 0.662, -1.773], [-1.233, -0.913, 1.797], [1.563, 0.180, -0.128], [-0.538, -0.216, 0.286], [0.109, 0.061, -0.354], [0.161, 0.164, -0.321], [0.038, 0.041, 0.473], [-0.036, -0.113, 0.288]],
  "lowdin_spin": [0.00, 0.00, 0.00, 0.00, 0.00, 0.00, 0.00, 0.00, 0.00, 0.00, 0.00, 0.00, 0.00, 0.00, 0.00, 0.00, 0.00, 0.00, 0.00, 4.05, 0.00, 0.00, 0.00, 0.00, 0.00, 0.00, 0.00, 0.00, 0.00, 0.00, 0.00, 0.00, 0.00, 0.00, 0.00, 0.00, 0.00, 0.00, 0.00, 0.00, 0.00, 0.00, 0.00, 0.00, 0.00, 0.00, 0.00, 0.00, 0.00, 0.00, 0.00, 0.00, 0.00, 0.00, -0.01, 0.00, 0.00, 0.00, 0.00, 0.00, 0.00]
}